1.
A structure of composition C23H24BN4O2RuS. Source: OMol25; level of theory: the ωB97M-V functional and the def2-TZVPD basis.

Results
net charge	0
E	-48392.116	eV
Kohn-Sham gap (alpha / beta)	7.811 / 7.188	eV
expectation value of S²	0.7587
multiplicity	2
LUMO energy (alpha / beta)	0.64 / -0.68	eV
ΔE to the lowest compared entry with this formula, charge and spin	0.0	kJ/mol
highest occupied orbital energy (alpha / beta)	-7.17 / -7.87	eV

Cartesian coordinates (Å):
Ru -0.536 -1.099 1.433
C 0.724 -3.780 2.359
N 0.825 -2.806 1.252
C 2.250 -2.394 1.150
C 0.446 -3.376 -0.049
C 0.748 -4.675 -0.403
C 0.389 -5.164 -1.655
C -0.277 -4.338 -2.541
C -0.579 -3.026 -2.200
C -0.209 -2.521 -0.955
N -0.521 -1.256 -0.461
C -0.918 -0.132 -1.179
C -0.639 0.116 -2.521
C -1.027 1.314 -3.106
C -1.689 2.277 -2.370
C -1.953 2.049 -1.025
C -1.564 0.866 -0.431
N -1.815 0.593 0.996
C -3.258 0.268 1.141
C -1.521 1.775 1.842
H 1.489 -4.555 2.275
H -0.263 -4.231 2.368
H 0.878 -3.235 3.290
H 2.876 -3.272 0.964
H 2.552 -1.916 2.081
H 2.368 -1.695 0.323
H 1.258 -5.322 0.298
H 0.619 -6.186 -1.924
H -0.583 -4.718 -3.508
H -1.143 -2.411 -2.885
H -0.075 -0.606 -3.093
H -0.794 1.499 -4.147
H -1.986 3.209 -2.831
H -2.454 2.810 -0.440
H -3.864 1.110 0.797
H -3.472 0.059 2.187
H -3.488 -0.615 0.551
H -2.285 2.547 1.721
H -0.555 2.191 1.566
H -1.493 1.452 2.881
S -2.431 -2.548 2.747
C -1.381 -1.530 3.512
N -0.549 -0.750 3.809
O 1.861 0.533 2.511
B 1.022 0.216 1.431
O 1.417 0.974 0.311
C 2.486 1.733 0.715
C 3.224 2.638 -0.011
C 4.270 3.272 0.660
C 4.543 2.998 1.995
C 3.784 2.080 2.720
C 2.755 1.460 2.047
H 3.000 2.842 -1.049
H 4.880 3.992 0.130
H 5.362 3.509 2.484
H 3.984 1.864 3.761

=====

2.
A structure of composition C34H32BCl5F4GeN3O3Y at a distorted geometry. Source: OMol25; level of theory: the ωB97M-V functional and the def2-TZVPD basis.

Results
net charge	0
E	-178118.475	eV
Kohn-Sham gap	6.738	eV
LUMO energy	-1.19	eV
ΔE to the lowest compared entry with this formula, charge and spin	68.1	kJ/mol
highest occupied orbital energy	-7.93	eV

Cartesian coordinates (Å):
Y 0.514 0.333 -0.276
Cl 3.806 -0.465 6.488
C 3.369 -0.258 4.834
C 2.040 -0.071 4.476
Cl 0.793 -0.033 5.668
C 1.716 0.087 3.140
Cl 0.064 0.330 2.636
C 2.666 0.076 2.112
O 2.308 0.241 0.875
C 4.002 -0.112 2.497
Cl 5.191 -0.146 1.250
C 4.345 -0.279 3.832
Cl 5.994 -0.517 4.262
C 4.973 4.239 0.064
C 4.718 3.103 -0.689
C 3.433 2.587 -0.755
C 2.405 3.222 -0.080
C 2.650 4.358 0.677
C 3.938 4.863 0.749
N 1.082 2.643 -0.166
N 0.168 3.454 0.023
C -1.167 2.942 -0.039
C -2.124 3.951 -0.016
C -3.466 3.619 -0.088
C -3.815 2.279 -0.171
C -2.829 1.293 -0.183
C -1.460 1.569 -0.117
H 5.981 4.630 0.131
H 5.522 2.606 -1.216
H 3.237 1.694 -1.331
H 1.833 4.825 1.210
H 4.136 5.741 1.352
H -1.797 4.982 0.055
H -4.226 4.390 -0.076
H -4.861 1.996 -0.218
H -3.169 0.265 -0.240
C -3.863 -3.688 1.647
C -3.140 -5.000 1.361
C -2.979 -5.333 -0.124
C -1.910 -4.494 -0.840
Ge -2.374 -2.688 -1.328
C -3.991 -2.429 -2.377
C -5.363 -2.525 -1.703
C -5.656 -1.353 -0.769
C -7.037 -1.436 -0.128
H -3.947 -3.507 2.719
H -4.872 -3.693 1.229
H -3.329 -2.822 1.241
H -3.682 -5.815 1.844
H -2.149 -4.971 1.823
H -3.944 -5.251 -0.636
H -2.684 -6.381 -0.204
H -1.648 -4.931 -1.806
H -0.989 -4.462 -0.255
H -2.015 -1.532 -0.412
H -3.885 -3.164 -3.180
H -3.878 -1.442 -2.839
H -5.461 -3.466 -1.154
H -6.134 -2.548 -2.479
H -5.567 -0.422 -1.339
H -4.894 -1.305 0.015
H -7.821 -1.413 -0.889
H -7.213 -0.607 0.560
H -7.152 -2.366 0.436
F 1.064 -3.608 -1.159
B 1.518 -2.577 -0.360
F 2.007 -1.498 -1.164
F 2.400 -2.948 0.609
F 0.320 -1.959 0.292
O 1.030 1.480 -2.806
C 0.491 0.493 -3.260
N -0.199 -0.407 -2.432
C -0.555 -1.436 -3.186
O -1.190 -2.468 -2.813
C -0.170 -1.240 -4.612
C -0.408 -1.993 -5.738
C 0.000 -1.451 -6.957
C 0.607 -0.201 -7.020
C 0.838 0.550 -5.867
C 0.440 -0.004 -4.673
H -0.884 -2.964 -5.679
H -0.165 -2.008 -7.870
H 0.903 0.196 -7.982
H 1.312 1.522 -5.906

=====

3.
A cluster of 2 separate species, C4H12S in total at a distorted geometry. Source: OMol25; level of theory: the ωB97M-V functional and the def2-TZVPD basis.

Results
net charge	0
E	-15176.255	eV
Kohn-Sham gap	10.078	eV
SMILES	CCC.CS
LUMO energy	0.94	eV
ΔE to the lowest compared entry with this formula, charge and spin	140.0	kJ/mol
highest occupied orbital energy	-9.14	eV

Cartesian coordinates (Å):
C -2.269 1.668 -0.165
S -2.345 0.740 -1.805
H -3.124 2.379 -0.220
H -2.288 0.949 0.666
H -1.479 2.398 0.169
H -1.251 1.127 -2.465
C 1.096 -0.789 1.676
C 1.694 -1.270 0.253
C 0.768 -0.661 -0.897
H 1.393 -1.351 2.617
H -0.003 -0.804 1.683
H 1.420 0.203 1.835
H 1.639 -2.321 0.075
H 2.780 -1.091 0.297
H 1.380 -0.583 -1.869
H -0.262 -1.009 -0.944
H 0.850 0.415 -0.906

=====

4.
A structure of composition C31H39N11OSSr. Source: OMol25; level of theory: the ωB97M-V functional and the def2-TZVPD basis.

Results
net charge	+2
E	-62879.443	eV
Kohn-Sham gap	9.111	eV
LUMO energy	-4.97	eV
ΔE to the lowest compared entry with this formula, charge and spin	70.1	kJ/mol
highest occupied orbital energy	-14.08	eV

Cartesian coordinates (Å):
Sr 0.051 0.360 0.398
C 1.427 3.481 -0.594
C 0.623 3.093 -1.843
C -0.863 3.210 -1.630
C -1.623 4.116 -2.358
C -2.977 4.234 -2.092
C -3.537 3.445 -1.101
C -2.712 2.562 -0.429
N -1.407 2.438 -0.681
N 1.859 2.326 0.223
C 3.058 1.744 -0.395
C 3.520 0.437 0.201
C 4.869 0.109 0.178
C 5.270 -1.132 0.640
C 4.313 -2.006 1.133
C 2.995 -1.596 1.137
N 2.597 -0.405 0.678
C 2.164 2.771 1.587
C 0.941 3.118 2.403
C 0.946 4.254 3.202
C -0.150 4.524 4.005
C -1.223 3.649 3.981
C -1.149 2.549 3.147
N -0.100 2.282 2.370
H 0.825 4.137 0.037
H 2.317 4.055 -0.883
H 0.873 2.076 -2.160
H 0.909 3.743 -2.669
H -1.154 4.723 -3.119
H -3.584 4.937 -2.647
H -4.586 3.510 -0.851
H -3.115 1.916 0.342
H 3.890 2.461 -0.363
H 2.844 1.568 -1.453
H 5.590 0.815 -0.208
H 6.314 -1.411 0.620
H 4.582 -2.983 1.508
H 2.214 -2.240 1.527
H 2.821 3.651 1.566
H 2.717 1.977 2.095
H 1.802 4.914 3.194
H -0.165 5.402 4.635
H -2.099 3.812 4.590
H -1.971 1.843 3.103
N -2.714 -4.569 -3.442
C -3.001 -3.583 -2.331
C -3.924 -2.459 -2.769
C -4.002 -1.435 -1.608
N -2.734 -0.733 -1.413
C -4.466 -2.141 -0.327
C -3.677 -3.392 0.066
N -2.385 -3.065 0.677
C -3.552 -4.343 -1.138
H -2.353 -4.101 -4.277
H -3.554 -5.090 -3.707
H -1.994 -5.231 -3.118
H -2.014 -3.192 -2.104
H -4.917 -2.855 -3.000
H -3.538 -1.958 -3.661
H -4.757 -0.688 -1.858
H -2.598 -0.011 -2.112
H -1.938 -1.349 -1.510
H -5.508 -2.437 -0.466
H -4.440 -1.429 0.498
H -4.251 -3.912 0.837
H -1.756 -2.620 0.019
H -1.921 -3.921 0.968
H -4.537 -4.750 -1.391
H -2.895 -5.176 -0.875
O 0.344 -0.435 -1.921
N 0.044 -1.657 -1.703
C 0.910 -2.575 -2.089
C 2.207 -2.225 -2.569
N 3.248 -1.865 -2.893
C 0.383 -3.901 -2.136
N -0.181 -4.904 -2.165
S -1.111 -1.897 4.949
C 0.396 -1.096 4.978
C 0.750 -0.740 3.719
N -0.145 -1.093 2.737
C -1.173 -1.709 3.262
H 0.940 -0.932 5.892
H 1.660 -0.225 3.452
H -1.993 -2.086 2.667

=====

5.
A cluster of 2 separate species, Cl2HNS in total at a distorted geometry. Source: OMol25; level of theory: the ωB97M-V functional and the def2-TZVPD basis.

Results
net charge	0
E	-37384.868	eV
Kohn-Sham gap	9.288	eV
LUMO energy	-1.38	eV
ΔE to the lowest compared entry with this formula, charge and spin	28.0	kJ/mol
highest occupied orbital energy	-10.67	eV

Cartesian coordinates (Å):
N -1.791 1.354 -0.724
S -2.127 0.722 0.477
Cl 3.264 -0.899 -0.287
Cl -2.203 -1.394 0.277
H 2.856 0.217 0.257

=====

6.
The ion C7H12N5 with charge +1 at a distorted geometry. Source: OMol25; level of theory: the ωB97M-V functional and the def2-TZVPD basis.

Results
net charge	+1
E	-14894.450	eV
Kohn-Sham gap (alpha / beta)	6.534 / 7.797	eV
expectation value of S²	2.0258
multiplicity	3
LUMO energy (alpha / beta)	-3.56 / -5.36	eV
ΔE to the lowest compared entry with this formula, charge and spin	19.5	kJ/mol
highest occupied orbital energy (alpha / beta)	-10.09 / -13.16	eV

Cartesian coordinates (Å):
C -0.433 -0.184 2.159
C -0.170 0.098 0.725
C 0.738 -1.735 1.282
C -0.617 1.944 -0.986
C 0.079 0.520 -2.854
C -1.244 0.542 3.146
C 1.678 -2.867 1.202
N 0.197 -1.251 2.452
N 0.519 -0.991 0.223
N -0.613 1.255 0.184
N -0.081 1.687 -2.220
N 0.337 0.524 -4.204
H -0.950 2.981 -0.912
H -0.167 -0.494 -2.401
H -2.270 0.882 2.664
H -1.641 -0.175 3.884
H -0.775 1.489 3.513
H 2.679 -2.461 0.989
H 1.635 -3.568 2.148
H 1.574 -3.546 0.320
H -1.181 1.690 0.854
H -0.070 2.499 -2.781
H 0.463 1.427 -4.689
H 0.313 -0.267 -4.697

=====

7.
A structure of composition C17H29AsIrNO6S. Source: OMol25; level of theory: the ωB97M-V functional and the def2-TZVPD basis.

Results
net charge	+2
E	-106372.674	eV
Kohn-Sham gap	8.989	eV
LUMO energy	-5.47	eV
ΔE to the lowest compared entry with this formula, charge and spin	4.9	kJ/mol
highest occupied orbital energy	-14.46	eV

Cartesian coordinates (Å):
Ir -0.035 0.095 -0.260
C -1.669 -1.902 1.435
O -1.569 -0.488 1.115
C -2.855 0.171 1.230
C -2.661 1.586 1.748
O -1.595 2.251 1.103
C -1.918 3.047 -0.024
C -2.213 2.233 -1.264
O -1.083 1.387 -1.585
C -0.963 1.135 -3.008
H -1.964 -1.993 2.480
H -2.417 -2.383 0.805
H -0.692 -2.342 1.268
H -3.361 0.122 0.265
H -3.452 -0.391 1.949
H -3.607 2.131 1.653
H -2.411 1.553 2.809
H -2.780 3.692 0.182
H -1.055 3.686 -0.205
H -3.110 1.619 -1.170
H -2.360 2.912 -2.106
H -0.840 2.090 -3.517
H -0.080 0.524 -3.159
H -1.854 0.628 -3.378
C 0.568 0.552 3.399
As 1.795 -0.533 2.419
C 2.114 -2.160 3.360
C 3.461 0.373 2.190
O 1.185 -1.014 0.896
H 0.956 0.681 4.408
H -0.389 0.038 3.438
H 0.456 1.517 2.903
H 2.418 -1.926 4.380
H 2.905 -2.715 2.859
H 1.203 -2.756 3.377
H 3.985 0.411 3.144
H 3.278 1.386 1.840
H 4.058 -0.181 1.468
O 1.047 1.821 0.481
C 1.803 1.694 -0.524
O 1.551 0.730 -1.318
H 2.650 2.352 -0.727
S -2.022 -3.074 -2.760
C -1.788 -1.737 -1.754
N -0.558 -1.512 -1.362
C 0.328 -2.449 -1.905
C 1.715 -2.494 -1.751
C 2.400 -3.498 -2.396
C 1.740 -4.454 -3.183
C 0.374 -4.413 -3.350
C -0.322 -3.393 -2.703
H -2.609 -1.105 -1.451
H 2.224 -1.757 -1.147
H 3.476 -3.552 -2.298
H 2.314 -5.229 -3.672
H -0.140 -5.140 -3.964

=====

8.
A structure of composition C3H5OPS2 at a distorted geometry. Source: OMol25; level of theory: the ωB97M-V functional and the def2-TZVPD basis.

Results
net charge	0
E	-36195.225	eV
Kohn-Sham gap (alpha / beta)	6.881 / 6.969	eV
expectation value of S²	2.0060
multiplicity	3
LUMO energy (alpha / beta)	0.28 / -2.40	eV
ΔE to the lowest compared entry with this formula, charge and spin	4.0	kJ/mol
highest occupied orbital energy (alpha / beta)	-6.60 / -9.37	eV

Cartesian coordinates (Å):
C 0.253 0.083 1.156
C 0.148 0.336 -1.106
C -0.771 -0.114 0.010
O 3.350 -1.665 -0.299
P 3.409 -0.499 0.536
S 1.415 0.959 0.094
S -1.475 -1.806 -0.079
H -0.282 0.691 1.917
H 0.652 -0.832 1.636
H 0.734 -0.441 -1.693
H 0.033 1.148 -1.957
H -1.753 0.344 0.061

=====

9.
A cluster of 4 separate species, C25H32F18N5O8S2 in total at a distorted geometry. Source: OMol25; level of theory: the ωB97M-V functional and the def2-TZVPD basis.

Results
net charge	+1
E	-120847.379	eV
Kohn-Sham gap	8.249	eV
LUMO energy	-4.69	eV
ΔE to the lowest compared entry with this formula, charge and spin	0.0	kJ/mol
highest occupied orbital energy	-12.94	eV

Cartesian coordinates (Å):
C 6.543 -0.003 1.036
C 5.315 0.904 0.520
C 3.955 0.666 1.375
C 2.662 0.662 0.429
C 1.569 -0.476 0.831
S 2.360 -2.121 0.594
O 3.478 -1.893 -0.410
O 3.106 -2.588 1.834
C 1.367 -3.495 -0.123
F 0.638 -3.164 -1.303
F 2.330 -4.413 -0.622
C 0.384 -4.338 0.778
F 0.489 -5.690 0.346
F -0.983 -4.025 0.530
C 0.559 -4.379 2.345
F 0.511 -3.132 3.001
F -0.603 -5.053 2.826
C 1.781 -5.244 2.916
F 1.286 -6.491 3.353
F 2.787 -5.513 2.009
F 2.335 -4.644 4.042
C 1.190 -0.153 2.334
N -0.254 -0.272 2.683
C -1.117 -0.720 1.636
N -2.449 -0.835 1.951
N -0.757 -1.097 0.294
C 0.315 -0.163 -0.142
N 0.683 -0.221 -1.559
N -0.243 1.238 0.113
C -1.144 1.544 -0.738
S -2.562 1.813 -1.565
H 6.240 -0.740 1.842
H 6.960 -0.539 0.117
H 7.354 0.667 1.492
H 5.157 0.797 -0.597
H 5.643 1.992 0.692
H 3.887 1.587 2.059
H 4.051 -0.224 2.068
H 2.950 0.593 -0.679
H 2.213 1.716 0.530
H 1.513 0.922 2.574
H 1.774 -0.797 3.086
H -0.381 -0.799 3.557
H -3.062 -0.131 1.522
H -2.816 -1.567 2.567
H -1.562 -1.141 -0.344
H 1.147 0.621 -1.901
H -0.062 -0.557 -2.173
C -3.348 -6.697 0.862
C -3.306 -6.278 -0.596
O -4.467 -6.744 -1.301
C -5.602 -6.062 -1.072
O -5.687 -5.117 -0.333
C -6.750 -6.630 -1.899
F -6.844 -7.968 -1.793
F -6.603 -6.356 -3.210
F -7.941 -6.133 -1.534
H -3.465 -7.780 0.944
H -2.433 -6.397 1.376
H -4.196 -6.247 1.382
H -2.440 -6.735 -1.079
H -3.201 -5.195 -0.705
C -7.732 5.668 -4.948
C -7.340 5.256 -3.542
O -6.644 3.996 -3.544
C -5.366 4.034 -3.955
O -4.794 5.028 -4.308
C -4.736 2.647 -3.880
F -5.501 1.702 -4.450
F -4.532 2.252 -2.593
F -3.544 2.586 -4.489
H -8.319 4.880 -5.427
H -8.316 6.589 -4.932
H -6.853 5.832 -5.575
H -8.241 5.114 -2.941
H -6.741 6.023 -3.046
C 5.307 7.988 0.039
C 6.468 7.448 0.852
O 6.003 6.635 1.945
C 5.578 5.404 1.620
O 5.565 4.961 0.502
C 5.145 4.638 2.865
F 4.313 5.351 3.647
F 6.194 4.298 3.635
F 4.501 3.493 2.569
H 4.611 8.532 0.682
H 5.664 8.655 -0.746
H 4.740 7.181 -0.431
H 7.019 8.280 1.294
H 7.173 6.887 0.233

=====

10.
A cluster of 2 separate species, C7H17NO in total at a distorted geometry. Source: OMol25; level of theory: the ωB97M-V functional and the def2-TZVPD basis.

Results
net charge	0
E	-11071.556	eV
Kohn-Sham gap	10.745	eV
SMILES	[H]/N=C/CO.CC(C)(C)C
LUMO energy	0.83	eV
ΔE to the lowest compared entry with this formula, charge and spin	152.7	kJ/mol
highest occupied orbital energy	-9.91	eV

Cartesian coordinates (Å):
C 1.133 1.047 0.048
C 2.388 1.540 0.763
C -0.097 1.436 0.861
C 1.231 -0.545 -0.069
C 1.060 1.642 -1.356
H 1.044 2.729 -1.303
H 1.927 1.345 -1.942
H 2.353 2.619 0.888
H 2.476 1.086 1.748
H 3.280 1.296 0.191
H -1.009 1.062 0.396
H -0.183 2.519 0.918
H -0.034 1.039 1.871
H 1.093 -0.982 0.916
H 0.650 -1.062 -0.827
H 2.242 -0.791 -0.389
H 0.159 1.313 -1.871
C -2.257 -1.926 -0.910
C -2.460 -2.060 0.573
O -1.886 -0.627 -1.292
N -2.187 -3.133 1.164
H -0.954 -0.445 -0.938
H -2.366 -3.136 2.165
H -1.532 -2.679 -1.251
H -3.217 -2.136 -1.403
H -2.853 -1.150 1.050